Entry 1:
{"formula": "C9H18ClCrO9", "method": "the ωB97M-V functional and the def2-TZVPD basis", "spin_multiplicity": 5, "energy_ha": -2535.351449, "de_lowest_kj_mol": 0.00, "lumo_energy_ev": [-5.456, -4.690], "charge": 1, "homo_energy_ev": [-12.939, -12.940], "gap_ev": [7.483, 8.250], "mol_weight_g_mol": 357.7, "symbols": ["Cr", "Cl", "C", "O", "C", "O", "O", "C", "H", "H", "H", "H", "H", "H", "C", "O", "C", "O", "O", "C", "H", "H", "H", "H", "H", "H", "C", "O", "C", "O", "O", "C", "H", "H", "H", "H", "H", "H"], "positions_angstrom": [[12.53678, 16.10306, 16.32926], [11.15624, 14.31299, 17.23870], [10.74740, 19.93904, 14.98345], [9.72779, 19.47549, 15.84033], [9.89535, 18.37059, 16.51354], [10.83814, 17.58900, 16.45820], [8.82732, 18.15907, 17.24282], [8.86761, 17.10527, 18.21008], [11.27023, 20.81106, 15.37224], [10.36855, 20.20928, 13.99745], [11.49631, 19.17805, 14.74973], [7.89633, 17.07933, 18.69516], [9.62373, 17.25821, 18.97716], [9.00763, 16.14404, 17.71816], [16.69414, 16.85628, 17.64071], [16.48138, 15.47914, 17.91582], [15.28083, 14.96250, 17.83122], [14.29161, 15.62037, 17.51776], [15.33209, 13.72677, 18.19224], [14.10815, 13.00121, 18.40222], [17.75579, 16.99864, 17.46533], [16.37575, 17.48835, 18.46754], [16.17718, 17.14999, 16.72511], [14.26022, 12.23224, 19.15108], [13.80203, 12.58007, 17.44679], [13.29858, 13.63423, 18.76634], [10.43548, 16.86400, 23.41952], [10.52019, 15.73295, 22.57234], [9.50622, 15.53134, 21.73102], [8.60354, 16.31832, 21.56420], [9.67961, 14.37603, 21.12622], [8.65654, 13.90027, 20.25231], [10.56347, 17.78155, 22.84474], [11.27474, 16.85321, 24.11386], [9.52214, 16.82749, 24.00837], [7.79747, 14.56991, 20.27464], [8.36791, 12.90203, 20.56230], [9.07000, 13.91590, 19.24704]]}

---

Entry 2:
{"formula": "C9H18CrO17S2", "method": "the ωB97M-V functional and the def2-TZVPD basis", "spin_multiplicity": 5, "energy_ha": -3473.856792, "de_lowest_kj_mol": 0.00, "lumo_energy_ev": [4.639, 4.638], "charge": -2, "homo_energy_ev": [-0.603, -2.320], "gap_ev": [5.242, 6.958], "mol_weight_g_mol": 514.4, "symbols": ["Cr", "S", "O", "O", "O", "O", "S", "O", "O", "O", "O", "C", "O", "C", "O", "O", "C", "H", "H", "H", "H", "H", "H", "C", "O", "C", "O", "O", "C", "H", "H", "H", "H", "H", "H", "C", "O", "C", "O", "O", "C", "H", "H", "H", "H", "H", "H"], "positions_angstrom": [[-0.02457, -0.19339, 0.35366], [0.93996, 2.06290, 1.67750], [0.80200, 1.83155, 0.18762], [0.35657, 0.75331, 2.16890], [2.36186, 2.18751, 2.05046], [0.22334, 3.26658, 2.13100], [-0.84814, -2.81859, 0.59630], [-2.18582, -3.37501, 0.88000], [-0.95384, -1.84348, -0.55601], [-0.32581, -1.93518, 1.69612], [0.09432, -3.91762, 0.32874], [2.62913, -1.79560, 2.70973], [3.58715, -1.56193, 1.67812], [3.15641, -1.21711, 0.47385], [2.03830, -0.98819, 0.09629], [4.25173, -1.06342, -0.30888], [4.05735, -1.25593, -1.68794], [2.16545, -2.78060, 2.57852], [1.78466, -1.11862, 2.69641], [3.18214, -1.77368, 3.64415], [4.08183, -0.28190, -2.18658], [3.14442, -1.80998, -1.88945], [4.92239, -1.79774, -2.08077], [1.88052, 0.63307, -3.58144], [0.55507, 0.98190, -3.97019], [-0.35121, 0.80695, -3.00577], [-0.11505, 0.45376, -1.89667], [-1.55121, 1.13868, -3.48146], [-2.60047, 1.24518, -2.51424], [2.35420, 0.15945, -4.44439], [1.86348, -0.08536, -2.76811], [2.42737, 1.53099, -3.30307], [-3.27970, 0.39479, -2.60076], [-3.11014, 2.19125, -2.67062], [-2.21326, 1.17568, -1.49553], [-3.53651, -1.20099, 2.35950], [-3.53729, 0.22194, 2.49938], [-2.83845, 0.88044, 1.60024], [-2.20392, 0.39302, 0.69498], [-3.07155, 2.17490, 1.75712], [-2.47277, 3.07948, 0.83556], [-3.46099, -1.52396, 1.32537], [-4.50108, -1.53105, 2.75358], [-2.70931, -1.65139, 2.89644], [-1.81603, 2.57812, 0.12606], [-1.89483, 3.80159, 1.39797], [-3.25767, 3.57767, 0.24827]]}

---

Entry 3:
{"formula": "C9H18FMgNO12", "method": "the ωB97M-V functional and the def2-TZVPD basis", "energy_ha": -1611.403759, "lumo_energy_ev": 0.527, "charge": 0, "homo_energy_ev": -9.413, "gap_ev": 9.940, "mol_weight_g_mol": 375.5, "symbols": ["Mg", "N", "O", "O", "O", "F", "C", "O", "C", "O", "O", "C", "H", "H", "H", "H", "H", "H", "C", "O", "C", "O", "O", "C", "H", "H", "H", "H", "H", "H", "C", "O", "C", "O", "O", "C", "H", "H", "H", "H", "H", "H"], "positions_angstrom": [[-0.02617, 0.41238, -0.40930], [1.14345, 2.71831, 0.11298], [1.47422, 1.55557, 0.50116], [1.82953, 3.70638, 0.33580], [0.09115, 2.71755, -0.59246], [-1.62723, -0.17103, -1.21599], [-1.12584, -2.64262, 1.24439], [0.24468, -2.88333, 1.51134], [1.12815, -2.06678, 0.94466], [0.86185, -1.10820, 0.27350], [2.30878, -2.46713, 1.29619], [3.44881, -1.85940, 0.66540], [-1.61885, -2.23674, 2.12573], [-1.62099, -3.52215, 0.84366], [-1.30029, -1.84756, 0.50992], [4.29140, -2.43269, 1.04152], [3.55676, -0.83111, 1.00611], [3.40813, -1.91182, -0.41814], [-3.19646, 2.18845, 0.72419], [-3.02821, 1.57116, 2.00729], [-1.94498, 0.83245, 2.11890], [-1.16407, 0.71448, 1.21639], [-1.84764, 0.17519, 3.23402], [-2.70662, 0.38100, 4.33714], [-2.32702, 2.77503, 0.42769], [-3.97400, 2.93963, 0.86302], [-3.46571, 1.47753, -0.04997], [-2.78244, 1.42765, 4.63426], [-2.36831, -0.15302, 5.22004], [-3.71487, 0.04292, 4.09687], [1.67309, 2.29622, -3.70587], [1.42751, 0.96097, -4.13294], [1.25439, 0.06748, -3.19444], [1.18106, 0.29816, -2.01235], [1.09959, -1.10180, -3.75344], [1.03414, -2.26805, -2.95233], [0.86454, 2.62663, -3.05152], [1.83271, 2.93851, -4.56319], [2.58020, 2.34252, -3.09490], [0.15894, -2.18926, -2.30692], [1.88595, -2.31742, -2.26901], [1.06068, -3.15603, -3.56943]]}

---

Entry 4:
{"formula": "C9H18FN2", "method": "the ωB97M-V functional and the def2-TZVPD basis", "energy_ha": -562.723833, "de_lowest_kj_mol": 146.19, "lumo_energy_ev": -3.137, "charge": 1, "homo_energy_ev": -11.530, "gap_ev": 8.393, "mol_weight_g_mol": 173.3, "symbols": ["C", "C", "C", "C", "C", "C", "C", "C", "C", "N", "N", "F", "H", "H", "H", "H", "H", "H", "H", "H", "H", "H", "H", "H", "H", "H", "H", "H", "H", "H"], "positions_angstrom": [[-1.38760, 0.65479, 0.75535], [-0.33347, 1.72898, 0.84784], [-0.32669, -1.67696, 1.06731], [1.95901, -0.90335, 1.40940], [-0.61931, -0.52933, -0.00705], [0.64365, 0.15823, -0.47199], [-1.91003, 0.01299, -2.07224], [1.73174, 2.32299, -0.51106], [-1.53695, -1.11577, -1.12556], [0.64480, 1.45984, -0.21692], [1.13677, -2.14725, 0.91431], [1.32184, -0.17856, -1.55814], [-1.74856, 0.43141, 1.81411], [-2.16866, 0.86786, 0.04878], [-0.47251, 2.83594, 0.72555], [0.25280, 1.68938, 1.75322], [-0.44080, -1.13982, 2.06248], [-0.93458, -2.59257, 0.88829], [2.92490, -1.10075, 1.08109], [1.71683, -0.66352, 2.42361], [-1.10076, 0.68233, -2.13847], [-2.84044, 0.53238, -1.78435], [-2.21145, -0.32415, -3.02496], [2.58721, 1.64913, -0.92307], [1.48088, 3.08826, -1.13596], [2.30336, 2.76928, 0.30696], [-0.98870, -1.71610, -1.74706], [-2.38281, -1.62743, -0.73341], [1.31920, -3.00410, 1.39652], [1.38033, -2.16413, -0.04461]]}

---

Entry 5:
{"formula": "C9H18INO3P", "method": "the ωB97M-V functional and the def2-TZVPD basis", "energy_ha": -1272.992653, "lumo_energy_ev": -2.890, "charge": 1, "homo_energy_ev": -12.556, "gap_ev": 9.666, "mol_weight_g_mol": 346.1, "symbols": ["C", "C", "C", "C", "C", "C", "C", "O", "I", "O", "C", "N", "P", "C", "O", "H", "H", "H", "H", "H", "H", "H", "H", "H", "H", "H", "H", "H", "H", "H", "H", "H", "H"], "positions_angstrom": [[-2.09209, 1.35658, 1.49514], [-1.13382, 1.25044, 0.28069], [-0.11479, 0.10174, 0.32832], [0.82911, 0.19398, 1.54938], [-0.59451, -1.37732, 0.14934], [-1.79672, -1.88606, 0.93305], [-1.45892, -2.57530, 2.26821], [-2.18259, -2.46176, 3.14874], [0.28930, -3.79735, 2.56618], [-0.98568, -1.34626, -1.24688], [-0.21309, -0.43477, -2.00151], [0.69109, 0.14942, -0.95886], [1.71916, 1.58934, -1.32087], [3.33838, 0.82751, -1.85830], [1.01840, 2.25174, -2.66717], [-1.66474, 1.03112, 2.45177], [-3.03437, 0.80861, 1.35932], [-2.38944, 2.40620, 1.63161], [-1.76623, 1.23839, -0.62138], [-0.59133, 2.21057, 0.23143], [0.29162, 0.46820, 2.46285], [1.60228, 0.96751, 1.41014], [1.35275, -0.75391, 1.74697], [0.30150, -1.98083, 0.38666], [-2.58147, -1.14472, 1.09988], [-2.26349, -2.66858, 0.30584], [-0.84962, 0.29044, -2.52798], [0.33688, -0.93380, -2.81710], [1.36783, -0.61569, -0.81535], [3.14837, -0.24222, -2.06595], [3.68348, 1.27330, -2.80154], [4.09691, 0.90154, -1.07249], [1.64585, 2.90194, -3.03014]]}

---

Entry 6:
{"formula": "C9H18LiO13P", "method": "the ωB97M-V functional and the def2-TZVPD basis", "energy_ha": -1680.630769, "de_lowest_kj_mol": 209.76, "lumo_energy_ev": 3.908, "charge": -2, "homo_energy_ev": 1.921, "gap_ev": 1.987, "mol_weight_g_mol": 372.1, "symbols": ["Li", "P", "O", "O", "O", "O", "C", "O", "C", "O", "O", "C", "H", "H", "H", "H", "H", "H", "C", "O", "C", "O", "O", "C", "H", "H", "H", "H", "H", "H", "C", "O", "C", "O", "O", "C", "H", "H", "H", "H", "H", "H"], "positions_angstrom": [[-0.90510, -0.95424, -0.57312], [-1.53610, -1.94424, -2.47112], [-2.07910, -0.64624, -2.19912], [-0.08110, -1.68024, -2.20812], [-1.82010, -2.52524, -3.74812], [-1.83710, -2.54424, -1.17712], [2.76390, -4.40124, 4.33088], [2.03390, -3.44424, 3.62788], [0.90090, -3.73224, 3.10188], [0.59890, -4.96324, 2.73088], [-0.02010, -2.68724, 2.83888], [-1.25810, -2.71424, 2.17588], [3.27790, -4.33024, 5.25188], [3.25690, -5.17224, 3.68888], [2.15490, -5.24124, 4.59688], [-0.99610, -3.14624, 1.22888], [-1.51510, -1.67824, 2.01288], [-1.92910, -3.28324, 2.74188], [-0.08710, 0.87376, 3.63188], [-0.70710, 1.73176, 2.62588], [-0.89510, 1.34676, 1.43088], [-0.56510, 0.35476, 0.97288], [-1.58410, 2.29276, 0.72288], [-1.97610, 2.10676, -0.61212], [0.70290, 0.47676, 3.13288], [-0.56810, -0.12624, 3.77588], [0.09690, 1.27576, 4.71788], [-2.91710, 1.37376, -0.59612], [-1.14010, 1.78876, -1.22712], [-2.20510, 3.15176, -0.76612], [0.51290, 5.27076, -4.76112], [0.58390, 4.52276, -3.53712], [0.98290, 3.25076, -3.60412], [1.45290, 2.78076, -4.67712], [0.95890, 2.64076, -2.41312], [1.06390, 1.24276, -2.39112], [-0.31910, 5.06776, -5.43512], [1.35690, 4.90876, -5.55112], [0.70690, 6.18976, -4.50112], [0.88790, 0.79776, -1.35312], [2.24090, 0.96576, -2.43412], [0.40590, 0.80276, -3.10212]]}